(1)
Computed, not measured: a molecular structure, C19H29N3O3S, with wB97M-V/def2-TZVPD.

The energy above the lowest of the compared OMol25 structures with the same formula, charge and spin comes out at 485.9 kcal per mole. Its HOMO-LUMO gap is 6.7895 eV.

```
55
Properties=species:S:1:pos:R:3:forces:R:3:nbo_charge:R:1
C 0.837 -1.031 -2.930 3.58 -3.50 -2.48 -0.578
C 1.562 -1.266 -1.645 -2.60 2.20 1.28 -0.384
C 3.093 -1.266 -1.709 -7.30 -11.63 5.13 -0.460
H 3.340 -1.863 -0.790 0.80 0.92 -0.67 0.239
C 3.621 -0.161 -1.977 8.75 9.38 7.86 -0.152
N 3.236 0.776 -0.631 -0.10 0.30 -1.56 -0.494
C 3.124 2.144 -0.837 2.97 -0.17 -11.75 -0.372
H 2.788 2.831 -0.272 -2.54 3.81 5.21 0.209
H 4.138 2.729 -1.365 -1.36 -1.58 1.75 0.091
H 2.569 2.365 -1.849 0.02 -0.60 1.69 0.181
C 4.093 0.806 0.474 2.05 -10.28 -3.71 -0.201
H 4.953 1.333 0.340 2.33 1.93 0.37 0.210
C 3.442 0.666 1.671 1.15 8.75 8.08 -0.219
N 2.162 0.250 1.824 -4.63 -5.33 -0.53 -0.452
C 2.114 -1.204 1.852 0.05 -2.23 3.71 0.305
S 3.391 -2.106 2.491 0.67 0.50 -0.99 -0.201
N 0.968 -1.993 1.924 -2.74 6.37 -2.10 -0.569
C -0.276 -1.267 1.597 10.38 7.02 1.43 0.153
C -1.316 -1.807 1.261 -12.14 -8.95 -0.28 -0.264
C -2.628 -1.225 1.078 2.07 -2.13 -1.94 0.306
C -2.639 0.135 0.703 4.75 -2.31 4.23 0.239
C -1.523 0.918 1.128 3.90 -2.45 -1.36 -0.241
C -0.232 0.284 1.386 -3.68 -4.21 2.06 -0.154
C 0.946 0.978 1.678 3.79 7.03 -5.43 0.627
O 1.073 2.309 1.185 -0.92 -6.55 3.77 -0.667
H -1.255 1.914 0.839 -0.85 0.89 0.14 0.257
O -3.761 0.558 0.453 -5.12 7.31 -2.49 -0.544
C -3.800 2.312 0.288 -5.56 -4.46 2.84 -0.023
C -3.974 2.836 1.773 3.45 4.98 -7.73 -0.592
H -4.702 2.466 2.314 -3.78 -1.63 2.33 0.217
H -4.009 4.049 1.444 -0.33 -3.00 1.61 0.218
H -3.016 2.686 2.108 2.03 -0.12 1.84 0.226
H -2.975 2.559 -0.271 1.77 0.70 -1.09 0.200
H -4.790 2.189 -0.252 1.50 0.99 0.32 0.217
O -3.692 -2.170 0.858 2.81 3.43 0.47 -0.500
C -4.779 -1.578 0.142 0.66 -14.20 -4.76 0.024
C -4.506 -1.657 -1.560 -4.25 5.88 6.29 -0.623
H -3.895 -0.787 -1.320 0.46 0.23 -2.20 0.224
H -4.054 -2.519 -1.728 1.67 -3.77 -1.11 0.210
H -5.582 -1.408 -1.834 1.83 -0.50 -0.70 0.227
H -5.209 -0.945 0.639 -4.08 7.83 4.16 0.146
H -5.625 -2.555 0.532 1.85 2.44 -1.82 0.124
H -1.552 -3.027 1.487 1.26 3.12 -0.89 0.217
H 0.903 -2.972 2.051 0.75 -0.79 0.11 0.440
H 3.103 1.969 1.857 1.20 -2.99 0.21 0.218
H 4.185 0.409 2.597 -2.14 0.45 -2.24 0.265
H 4.551 -0.545 0.471 -0.39 3.25 -0.38 0.107
H 3.340 0.356 -2.683 -3.81 5.11 -7.30 0.185
H 4.710 -0.018 -2.066 0.11 -0.78 0.37 0.200
H 3.113 -1.922 -2.467 1.37 -2.88 -3.03 0.233
H 1.025 -2.129 -1.267 0.93 -0.65 0.75 0.202
H 1.160 -0.388 -1.034 0.84 -1.15 -0.14 0.211
H 1.233 -1.782 -3.790 -1.32 0.94 1.88 0.164
H 1.199 -0.182 -3.352 0.36 3.14 -1.19 0.191
H -0.181 -1.054 -2.817 -2.47 -0.04 -0.01 0.209
```
Forces are in eV/Å.

(2)
Computed, not measured: a molecular structure, C19H29N3O6, with wB97M-V/def2-TZVPD.

The energy above the lowest of the compared OMol25 structures with the same formula, charge and spin comes out at 495.4 kcal per mole. Its HOMO-LUMO gap is 7.7051 eV.

```
57
Properties=species:S:1:pos:R:3:forces:R:3:nbo_charge:R:1
C 3.882 1.534 1.480 -7.07 2.87 -1.37 -0.244
H 4.753 1.152 1.693 5.16 -0.88 1.65 0.179
O 3.946 2.796 0.741 3.56 -1.17 3.44 -0.556
C 2.870 3.315 0.116 -3.68 -3.18 0.98 -0.058
C 1.670 4.164 1.036 -1.70 -7.50 -10.47 -0.221
N 1.089 3.248 1.852 -5.12 4.46 -9.56 -0.510
C 0.086 2.596 1.457 -6.75 3.76 -10.78 0.759
O -0.656 2.935 0.169 4.16 -1.66 5.91 -0.798
N -0.650 1.790 2.134 6.44 -1.27 8.98 -0.552
C -0.111 1.087 3.291 7.91 10.18 -4.00 0.619
O 1.037 1.586 3.676 -4.91 -3.34 0.25 -0.583
C -0.769 -0.010 3.620 -2.49 -9.06 6.58 -0.236
H -0.390 -0.601 4.645 -0.07 1.56 -3.03 0.256
H -1.764 0.027 3.936 -2.00 1.58 0.43 0.304
O -0.895 -0.983 2.591 15.69 1.34 8.29 -0.417
C -1.777 -1.130 1.914 -18.07 -0.17 -7.93 0.810
O -2.970 -0.632 2.286 4.15 -1.86 -2.23 -0.723
C -1.562 -1.782 0.576 -0.72 0.73 -5.33 -0.117
C -1.095 -0.625 -0.467 3.56 0.10 6.63 -0.393
C -0.597 -1.110 -1.751 -3.47 3.80 -2.83 0.038
N -0.229 0.152 -2.508 2.00 -0.30 -0.22 -0.715
C 1.090 0.817 -2.143 -12.36 2.71 -10.01 0.731
O 1.708 0.496 -1.305 8.16 -4.64 10.19 -0.555
C 1.229 2.021 -2.929 -17.88 -1.36 -5.10 -0.629
H 0.350 3.027 -2.664 2.67 -3.33 0.27 0.256
H 0.647 1.894 -4.010 2.80 0.19 2.29 0.226
H 2.016 2.343 -2.779 13.99 6.13 1.14 0.157
H -0.784 0.455 -3.373 1.35 -0.92 2.01 0.405
C -1.895 -1.560 -2.321 -3.84 -2.50 -4.15 -0.375
C -2.577 -2.778 -1.548 -0.22 4.19 -1.92 -0.261
C -2.916 -2.197 -0.288 0.48 -2.40 7.13 -0.371
H -3.434 -2.950 0.411 0.58 0.38 -0.92 0.197
H -3.626 -1.449 -0.230 -1.05 2.10 -0.45 0.231
C -1.643 -3.835 -1.413 3.25 -3.76 -2.22 -0.413
C -0.308 -3.349 -0.796 4.72 -5.72 -13.27 -0.198
C -0.526 -2.927 0.364 -1.60 3.96 18.68 -0.418
H -1.151 -3.633 1.092 1.82 0.00 -1.44 0.217
H 0.518 -2.710 1.078 -2.76 -0.21 -1.98 0.210
C 0.328 -2.207 -1.714 2.84 -2.56 0.41 -0.423
H 0.705 -2.506 -2.757 -1.03 0.08 1.42 0.236
H 1.259 -2.027 -1.140 -0.35 0.63 -0.44 0.231
H 0.701 -4.218 -0.797 -3.47 1.98 -0.11 0.225
H -1.316 -4.156 -2.466 -0.80 -0.21 1.34 0.213
H -2.018 -4.678 -0.815 0.06 0.03 -0.35 0.216
H -3.494 -2.913 -2.110 -0.06 -0.86 -0.17 0.229
H -1.917 -2.004 -3.415 0.89 1.10 1.56 0.201
H -2.782 -0.830 -2.370 1.90 -0.26 0.23 0.225
H -1.827 0.101 -0.264 -1.03 1.31 -1.50 0.247
H -0.161 -0.197 0.021 -0.86 -0.09 -0.19 0.208
H -1.351 1.381 1.796 -7.44 -3.33 -4.30 0.406
H 1.398 2.931 2.561 6.04 -4.18 12.06 0.401
H 1.161 4.633 0.153 -0.71 -0.79 1.55 0.252
H 2.194 4.765 1.422 6.90 8.56 6.25 0.170
H 3.365 3.914 -0.545 0.25 2.21 -2.30 0.176
H 2.458 2.334 -0.359 -0.63 2.31 0.16 0.176
H 3.546 0.773 0.724 -0.88 0.47 0.92 0.188
H 3.184 1.732 2.439 1.68 -1.21 -2.20 0.172
```
Forces are in eV/Å.

(3)
Computed, not measured: a molecular structure, C19H29N7OsS2Si, with wB97M-V/def2-TZVPD.

The net charge is +2. The energy above the lowest of the compared OMol25 structures with the same formula, charge and spin comes out at 37.9 kcal per mole. Its HOMO-LUMO gap (spin up / spin down) is 6.0163 / 5.9766 eV.

```
59
Properties=species:S:1:pos:R:3:forces:R:3:nbo_charge:R:1
Os 0.057 0.178 0.111 1.98 6.33 1.10 0.508
C -2.645 -4.053 0.387 0.03 0.01 0.05 -0.675
C -2.145 -3.170 1.463 0.00 -0.02 -0.02 0.373
N -2.333 -3.303 2.732 -0.13 -0.18 -0.02 -0.197
N -1.711 -2.236 3.324 -0.14 -0.29 -0.62 -0.339
C -1.147 -1.438 2.427 0.00 0.18 0.39 0.234
S -0.327 -0.013 2.586 1.02 0.90 0.71 -0.076
N -1.395 -2.011 1.240 -0.41 -0.72 0.06 -0.259
N -0.918 -1.451 0.036 -1.57 -2.83 -0.68 -0.509
H -3.161 -4.894 0.842 0.00 -0.01 -0.01 0.288
H -1.825 -4.432 -0.224 -0.02 -0.01 -0.03 0.246
H -3.351 -3.515 -0.249 0.01 -0.03 -0.04 0.244
H -1.726 -2.133 4.328 0.02 0.05 -0.01 0.457
H -0.231 -2.073 -0.392 -0.49 -0.78 -0.04 0.431
H -1.690 -1.335 -0.616 -0.27 -0.59 0.18 0.428
N 3.481 0.833 0.176 0.14 -0.19 0.02 -0.746
C 3.421 -0.485 0.010 -0.08 0.39 -0.16 0.381
N 4.496 -1.153 -0.366 0.07 -0.11 0.04 -0.732
S 1.963 -1.349 0.280 -0.34 -0.32 0.07 -0.124
H 4.335 1.353 0.044 -0.01 0.01 -0.03 0.425
H 2.671 1.328 0.504 0.05 0.05 0.04 0.416
H 5.399 -0.719 -0.487 -0.02 0.06 0.05 0.425
H 4.439 -2.146 -0.529 -0.05 0.00 0.02 0.439
C 0.584 5.447 0.555 -0.02 -0.12 -0.04 -0.154
C -0.474 5.305 -0.341 0.05 0.02 0.03 -0.164
C -1.069 4.075 -0.533 -0.09 -0.24 -0.12 -0.222
C -0.597 2.950 0.154 0.40 0.66 0.03 0.150
C 0.500 3.091 1.016 -0.14 -0.34 -0.03 -0.262
C 1.070 4.335 1.226 0.20 0.07 -0.09 -0.192
N -1.178 1.684 -0.003 -0.06 -2.42 0.08 -0.427
C -2.577 1.582 -0.071 -0.66 0.37 0.00 0.168
C -3.178 0.511 -0.743 0.13 0.21 0.10 -0.268
C -4.553 0.403 -0.806 -0.10 -0.11 -0.05 -0.129
C -5.360 1.356 -0.195 0.08 0.07 0.05 -0.173
C -4.776 2.411 0.492 -0.04 0.00 -0.01 -0.180
C -3.400 2.528 0.561 0.29 -0.13 0.00 -0.214
H 1.022 6.419 0.733 -0.01 0.02 -0.02 0.247
H -0.841 6.162 -0.888 -0.02 0.02 0.02 0.247
H -1.895 3.963 -1.222 0.01 0.04 -0.03 0.244
H 0.833 2.234 1.600 -0.06 0.09 0.13 0.210
H 1.880 4.442 1.935 0.01 0.00 0.01 0.241
H -2.548 -0.192 -1.270 -0.18 0.26 -0.43 0.180
H -5.010 -0.405 -1.361 0.04 -0.02 0.00 0.227
H -6.436 1.287 -0.260 -0.01 -0.04 -0.02 0.245
H -5.395 3.158 0.969 -0.02 -0.03 0.05 0.246
H -2.951 3.328 1.131 -0.04 0.04 -0.02 0.240
C -0.382 -1.595 -2.849 0.00 0.63 -0.27 -1.128
Si 0.309 0.108 -2.338 1.05 -0.12 -0.15 1.281
C -0.485 1.614 -3.159 -0.12 -0.55 0.05 -1.112
C 2.130 0.139 -2.873 -0.40 -0.11 -0.15 -1.122
H -0.121 -1.751 -3.898 -0.10 -0.14 -0.01 0.276
H -1.469 -1.675 -2.771 -0.07 -0.06 -0.09 0.223
H 0.074 -2.408 -2.280 0.13 -0.05 -0.10 0.219
H -0.345 1.516 -4.237 -0.04 0.05 -0.05 0.261
H 0.004 2.538 -2.847 0.07 -0.03 0.06 0.247
H -1.554 1.703 -2.963 -0.04 0.03 -0.02 0.236
H 2.161 0.236 -3.961 0.03 -0.01 -0.04 0.257
H 2.643 -0.788 -2.620 0.02 -0.03 0.00 0.231
H 2.694 0.977 -2.465 -0.07 0.06 0.03 0.234
```
Forces are in eV/Å.

(4)
Computed, not measured: a molecular structure, C19H29O4W, with wB97M-V/def2-TZVPD.

The net charge is +3. Its HOMO-LUMO gap is 7.5674 eV.

```
53
Properties=species:S:1:pos:R:3:forces:R:3:lowdin_charge:R:1
W 0.477 0.714 -0.885 0.55 -0.16 0.10 1.784
C 1.391 -1.089 0.294 0.01 0.01 0.01 -0.011
C 0.592 -0.314 1.177 -0.06 -0.02 0.01 -0.119
C -0.858 -0.529 0.776 -0.03 0.02 -0.03 -0.087
C -0.793 -1.266 -0.400 -0.06 0.01 0.01 -0.030
C 0.587 -1.591 -0.745 -0.06 -0.02 -0.01 -0.207
C 0.996 -2.160 -2.080 0.01 0.00 0.00 -0.534
C 0.350 -3.530 -2.316 0.00 0.00 0.00 0.020
C 2.516 -2.235 -2.223 0.00 0.00 0.00 -0.002
C 0.391 -1.131 -3.058 -0.04 0.01 0.04 0.040
C -2.226 -0.002 1.246 0.01 -0.02 0.03 -0.512
C -2.336 0.422 2.711 0.01 0.01 0.00 -0.018
C -3.267 -1.119 1.019 0.00 -0.01 0.00 -0.007
C -2.580 1.188 0.327 0.00 -0.01 -0.01 -0.030
C 1.218 0.672 2.160 0.01 0.02 -0.01 -0.512
C 0.875 0.412 3.631 0.00 0.00 0.00 0.021
C 0.675 2.021 1.658 0.01 -0.03 0.01 0.048
C 2.751 0.674 2.047 0.00 0.00 -0.01 -0.019
H 2.469 -1.136 0.323 0.00 -0.01 0.00 0.152
H -1.647 -1.567 -0.990 0.01 -0.01 0.00 0.149
H 0.772 -4.271 -1.638 0.00 0.00 0.00 0.119
H 0.562 -3.859 -3.335 0.00 0.00 0.00 0.122
H -0.733 -3.512 -2.187 0.00 0.00 0.00 0.099
H 2.938 -2.924 -1.490 0.00 0.00 0.00 0.117
H 3.005 -1.263 -2.117 0.00 0.00 0.00 0.091
H 2.767 -2.622 -3.210 0.00 0.00 0.00 0.119
H -0.672 -1.263 -3.256 0.00 0.00 0.00 0.124
H 0.952 -1.027 -3.992 0.01 0.00 0.00 0.148
H 0.486 -0.003 -2.735 0.02 0.03 -0.03 0.055
H -2.091 -0.399 3.385 0.00 0.00 0.00 0.111
H -3.375 0.687 2.900 0.00 0.00 0.00 0.116
H -1.744 1.295 2.972 0.00 0.00 0.00 0.076
H -2.994 -2.031 1.552 0.00 0.00 0.00 0.119
H -3.431 -1.355 -0.032 0.00 0.00 0.00 0.090
H -4.224 -0.781 1.413 0.00 0.00 0.00 0.116
H -1.872 2.025 0.409 0.00 0.00 0.00 0.071
H -3.547 1.601 0.618 0.00 0.00 0.00 0.129
H -2.680 0.866 -0.717 0.00 0.01 0.00 0.092
H -0.181 0.298 3.830 -0.01 0.00 0.00 0.060
H 1.249 1.242 4.233 0.00 0.00 0.00 0.124
H 1.391 -0.487 3.968 0.00 0.00 0.00 0.120
H -0.342 2.260 1.953 0.00 -0.01 0.00 0.093
H 0.658 2.141 0.478 -0.07 0.04 -0.03 0.064
H 1.351 2.859 1.845 -0.01 0.01 -0.01 0.147
H 3.166 -0.291 2.335 0.00 0.00 0.00 0.117
H 3.142 1.407 2.751 0.00 0.00 0.00 0.121
H 3.126 0.947 1.058 0.00 0.00 0.00 0.085
O 1.572 5.453 -3.787 0.01 0.02 -0.01 0.141
C 0.887 4.671 -3.381 -0.02 -0.04 0.01 0.048
O 2.085 1.028 -1.173 -0.10 0.02 -0.02 -0.197
C -1.262 2.967 -2.506 0.05 0.38 0.90 -0.318
O -2.052 3.705 -2.821 -0.03 -0.11 -0.51 0.395
O -0.489 2.202 -1.999 -0.20 -0.15 -0.43 -0.040
```
Forces are in eV/Å.

| no. | M (u) |
| --- | --- |
| 1 | 379.53 |
| 2 | 395.46 |
| 3 | 637.94 |
| 4 | 505.28 |